{"formula": "C23H41IIrP2", "method": "ωB97M-V/def2-TZVPD", "spin_multiplicity": 6, "s2": 8.795, "e_homo_ev": [-12.031, -13.847], "orbital_gap_ev": [6.70, 5.30], "charge": 2, "e_lumo_ev": [-5.3, -8.5], "elements": ["Ir", "C", "C", "C", "C", "C", "C", "H", "H", "H", "C", "H", "H", "H", "C", "H", "H", "H", "C", "H", "H", "H", "C", "H", "H", "H", "C", "C", "C", "C", "C", "C", "C", "C", "H", "H", "H", "H", "H", "H", "H", "H", "H", "H", "H", "H", "P", "C", "C", "P", "C", "C", "C", "H", "H", "H", "H", "H", "H", "H", "H", "H", "H", "H", "H", "H", "H", "I"], "positions_angstrom": [[-1.014, 1.815, 0.696], [2.233, 1.540, 0.684], [1.108, 2.246, 0.076], [1.228, 2.693, 2.406], [2.201, 1.752, 2.083], [0.508, 3.068, 1.192], [3.451, 1.044, 0.001], [3.398, 1.173, -1.081], [3.648, -0.015, 0.241], [4.337, 1.617, 0.331], [3.217, 1.290, 3.070], [3.688, 0.362, 2.748], [2.763, 1.134, 4.056], [4.008, 2.044, 3.194], [1.119, 3.398, 3.687], [1.923, 4.148, 3.726], [1.247, 2.711, 4.524], [0.152, 3.892, 3.809], [-0.082, 4.394, 0.914], [0.748, 5.040, 0.588], [-0.560, 4.778, 1.805], [-0.813, 4.325, 0.118], [1.169, 2.823, -1.293], [1.544, 3.862, -1.247], [0.161, 2.847, -1.722], [1.842, 2.255, -1.946], [1.749, -3.079, 0.437], [2.634, -2.612, -0.546], [2.167, -2.325, -1.920], [1.178, -1.173, -2.099], [-0.138, -1.469, -1.366], [0.191, -1.966, 0.016], [-0.528, -3.055, 0.726], [0.566, -4.041, 0.291], [1.708, -3.231, -2.354], [0.999, -0.916, -3.157], [3.081, -2.070, -2.536], [0.438, -4.330, -0.767], [2.044, -2.955, 1.494], [3.639, -2.331, -0.285], [0.625, -4.964, 0.901], [-0.440, -2.837, 1.795], [0.440, -1.099, 0.665], [-1.578, -3.343, 0.575], [1.596, -0.256, -1.613], [-0.452, -0.374, -1.160], [-1.847, -1.846, -1.903], [-2.053, -3.652, -1.955], [-2.289, -1.308, -3.564], [-2.547, 0.421, 0.217], [-2.925, -1.214, -0.646], [-3.135, 1.590, -1.064], [-3.886, -0.001, 1.456], [-2.357, -4.048, -0.980], [-1.134, -4.135, -2.291], [-2.887, -3.866, -2.648], [-3.195, -1.856, -3.879], [-1.470, -1.532, -4.264], [-2.532, -0.235, -3.610], [-4.586, -0.760, 1.082], [-4.433, 0.893, 1.748], [-3.410, -0.426, 2.344], [-3.022, -2.014, 0.104], [-3.935, -1.175, -1.086], [-3.148, 2.579, -0.589], [-4.126, 1.289, -1.412], [-2.413, 1.600, -1.891], [-1.814, 1.887, 3.078]], "forces_ev_per_a": [[1.3, -0.6, -1.1], [-0.3, 0.2, -0.2], [0.5, 0.6, 1.4], [-0.4, 0.8, -0.9], [0.4, 0.2, 0.4], [3.2, 0.2, 0.5], [0.3, -0.2, -0.2], [0.0, -0.2, 0.1], [0.0, 0.3, -0.2], [-0.3, -0.2, 0.0], [-0.1, -0.3, 0.0], [0.1, 0.0, 0.0], [0.1, 0.0, -0.2], [-0.2, -0.1, -0.1], [-0.1, 0.2, 0.4], [-0.1, 0.0, 0.2], [0.1, 0.1, 0.1], [0.3, 0.0, 0.0], [0.2, 0.1, 0.5], [-0.3, 0.2, 0.0], [0.0, 0.4, 0.1], [-0.2, 0.4, -0.4], [0.0, -0.1, -0.5], [-0.1, -0.4, -0.1], [0.2, 0.2, -0.3], [-0.3, 0.1, 0.0], [-0.9, 1.0, -0.9], [-0.2, -0.4, 0.5], [1.4, -0.3, -1.8], [0.0, 0.1, -0.3], [-0.6, 2.7, 0.7], [-0.1, 2.4, 1.8], [0.3, -1.1, 0.6], [-0.5, -1.6, 0.5], [0.2, 0.2, -0.1], [0.3, -0.2, 0.3], [-1.0, -0.5, 0.4], [0.1, 0.1, 0.4], [-0.1, 0.0, -0.5], [0.1, 0.2, 0.2], [0.2, 0.3, -0.4], [0.0, -0.3, 0.0], [-0.4, -0.3, -0.4], [0.5, 0.3, -0.2], [-0.3, -0.7, -0.4], [0.2, -0.9, 0.0], [1.7, -2.1, -0.7], [-1.0, 0.0, -0.3], [-0.2, 0.5, -0.2], [-3.7, -3.2, -0.5], [0.1, -0.2, -0.1], [-0.3, -0.2, 0.1], [0.0, 0.2, -0.3], [0.2, 0.1, -0.3], [-0.2, 0.1, 0.0], [0.5, -0.1, 0.2], [0.4, 0.1, 0.2], [-0.3, 0.0, 0.2], [0.2, -0.3, 0.0], [0.2, 0.4, -0.2], [0.0, 0.0, 0.1], [0.0, 0.2, -0.1], [0.3, 0.4, 0.0], [0.2, 0.4, 0.1], [-0.4, 0.1, -0.4], [-0.1, 0.4, -0.1], [-0.3, 0.0, 0.1], [-0.7, 0.3, 1.9]], "nbo_charge": [0.426, 0.056, -0.060, 0.102, 0.083, -0.098, -0.680, 0.231, 0.253, 0.259, -0.673, 0.241, 0.252, 0.265, -0.689, 0.259, 0.254, 0.251, -0.663, 0.269, 0.263, 0.228, -0.664, 0.255, 0.228, 0.244, -0.141, -0.153, -0.474, -0.363, -0.623, -0.186, -0.464, -0.408, 0.214, 0.229, 0.244, 0.198, 0.228, 0.211, 0.232, 0.230, 0.220, 0.191, 0.205, 0.257, 1.625, -0.969, -0.974, 1.033, -1.114, -0.978, -0.939, 0.267, 0.274, 0.267, 0.284, 0.287, 0.266, 0.238, 0.268, 0.271, 0.298, 0.293, 0.260, 0.268, 0.247, -0.212]}

{"formula": "C23H41NO6", "method": "ωB97M-V/def2-TZVPD", "e_homo_ev": -8.307, "e_above_lowest_kcal_mol": 149.70, "orbital_gap_ev": 8.48, "smiles": "c1ccncc1.CC(C)=O.CC(C)=O.CC(C)=O.CC(C)=O.CC(C)=O.CC(C)=O", "e_lumo_ev": 0.2, "elements": ["C", "C", "C", "N", "C", "C", "H", "H", "H", "H", "H", "C", "C", "C", "O", "H", "H", "H", "H", "H", "H", "C", "C", "C", "O", "H", "H", "H", "H", "H", "H", "C", "C", "C", "O", "H", "H", "H", "H", "H", "H", "C", "C", "C", "O", "H", "H", "H", "H", "H", "H", "C", "C", "C", "O", "H", "H", "H", "H", "H", "H", "C", "C", "C", "O", "H", "H", "H", "H", "H", "H"], "positions_angstrom": [[-1.911, 4.994, -1.711], [-1.514, 4.435, -2.912], [-0.751, 3.254, -2.880], [-0.342, 2.621, -1.733], [-0.760, 3.191, -0.565], [-1.577, 4.352, -0.500], [-2.509, 5.893, -1.661], [-1.746, 4.921, -3.848], [-0.412, 2.877, -3.834], [-0.447, 2.658, 0.321], [-1.964, 4.808, 0.399], [0.662, 0.423, 0.404], [-0.769, -0.183, 0.366], [-1.764, 0.335, -0.598], [-1.031, -1.180, 1.026], [1.060, 0.252, 1.404], [0.615, 1.506, 0.286], [1.380, -0.009, -0.294], [-2.215, -0.516, -1.108], [-1.153, 0.867, -1.327], [-2.490, 0.981, -0.103], [-3.423, -1.418, 1.964], [-4.055, -2.714, 2.443], [-3.164, -3.794, 2.951], [-5.241, -2.886, 2.228], [-2.561, -1.578, 1.317], [-3.162, -0.841, 2.851], [-4.143, -0.853, 1.372], [-2.970, -3.694, 4.019], [-2.163, -3.713, 2.527], [-3.630, -4.766, 2.792], [-0.409, 0.482, -3.298], [-1.911, 0.620, -3.372], [-2.539, 1.659, -4.236], [-2.612, -0.108, -2.667], [-0.032, -0.271, -3.989], [-0.087, 0.100, -2.329], [-0.005, 1.484, -3.443], [-2.601, 2.604, -3.697], [-3.593, 1.478, -4.447], [-2.050, 1.866, -5.188], [2.025, -2.920, 0.162], [1.028, -2.949, -1.009], [1.218, -1.902, -2.144], [0.187, -3.818, -1.000], [3.009, -3.145, -0.250], [1.654, -3.695, 0.833], [2.000, -1.944, 0.646], [2.042, -2.323, -2.718], [1.550, -0.908, -1.842], [0.351, -1.878, -2.805], [1.050, -1.216, 2.529], [1.485, -0.244, 3.590], [2.855, -0.423, 4.142], [0.755, 0.703, 3.935], [0.083, -0.950, 2.101], [0.871, -2.127, 3.101], [1.795, -1.538, 1.802], [2.817, -1.354, 4.707], [3.148, 0.376, 4.822], [3.605, -0.443, 3.351], [2.981, 1.435, 1.041], [3.297, 0.151, 0.254], [4.472, -0.758, 0.659], [2.645, -0.135, -0.735], [3.973, 1.867, 1.173], [2.476, 1.146, 1.963], [2.323, 2.043, 0.421], [5.480, -0.352, 0.740], [4.529, -1.603, -0.027], [4.286, -1.229, 1.625]], "forces_ev_per_a": [[0.1, -0.8, 0.8], [0.8, -0.2, 0.7], [0.7, 1.6, 2.0], [-1.0, 3.0, -0.5], [-0.8, 1.1, -1.2], [0.7, -0.6, -1.3], [0.0, 0.1, -0.2], [0.0, -0.1, -0.1], [0.0, 0.2, 0.2], [-0.3, 0.4, 0.1], [0.3, -0.4, 0.3], [-4.1, 0.5, 1.6], [1.1, -0.1, 0.1], [1.4, -0.1, 1.3], [0.8, 0.3, -1.5], [-0.6, 0.5, -1.1], [0.0, -0.7, -0.5], [-2.6, 0.5, 0.3], [0.0, 0.2, 1.2], [-1.0, 0.1, 1.0], [-0.1, 0.0, -0.1], [-1.1, -0.4, 0.4], [-0.7, 1.0, -1.8], [0.4, -0.3, 0.7], [0.2, -0.5, 0.6], [-0.7, -0.3, 0.8], [0.4, 0.2, -0.1], [-0.3, -0.1, 0.3], [-0.3, 0.1, 0.2], [-0.1, -0.2, -0.4], [0.2, 0.1, -0.1], [0.1, 0.0, -0.5], [-0.9, -2.0, 0.8], [-1.2, 0.7, -0.5], [-0.3, 0.8, -3.9], [-0.2, 0.3, -0.5], [-0.3, 0.3, -0.5], [0.7, -1.6, -0.4], [0.1, -0.3, -0.1], [0.1, -0.7, 0.0], [0.3, -0.1, 0.1], [-0.8, -0.3, -1.2], [0.1, 0.5, 0.4], [-0.4, -1.4, 0.1], [0.1, 0.5, -0.6], [0.1, 0.0, 0.3], [0.4, 0.1, 0.2], [0.4, -0.9, -1.3], [0.2, 0.0, -0.2], [-0.6, -1.0, -0.4], [0.1, -0.3, 0.3], [0.1, -0.7, 2.8], [-1.2, 2.1, -0.4], [0.3, 0.3, 0.8], [1.3, -1.8, -0.5], [0.9, -0.6, 0.8], [-0.1, -0.5, 0.2], [-0.3, 0.9, 1.4], [0.5, -0.2, -0.1], [-0.3, 0.0, 0.0], [-0.1, -0.4, 0.0], [1.1, -1.1, -0.9], [1.5, 0.5, -0.3], [-0.4, -0.5, 0.0], [5.0, 0.0, -0.4], [-0.2, 0.4, 0.5], [0.6, 0.6, 0.1], [0.5, 0.1, 0.3], [-0.3, 0.7, -0.1], [-0.1, 0.3, -0.2], [-0.2, 0.2, 0.2]], "mulliken_charge": [-0.207, -0.641, -0.728, 0.114, -0.287, -1.177, 0.417, 0.448, 0.773, 0.983, 0.426, 1.104, 1.658, -0.734, -0.770, -0.822, -0.649, -0.048, 0.711, -2.015, 0.578, -0.400, 0.719, -1.017, -0.600, -0.129, 0.334, 0.306, 0.295, 0.185, 0.338, -0.568, 1.458, -1.337, -0.597, 0.815, -0.101, -0.081, 0.180, 0.449, 0.343, -0.445, 0.771, -1.016, -0.622, 0.421, 0.361, -0.100, 0.570, 0.386, 0.151, 0.334, 0.542, -1.292, -0.634, -0.168, 0.795, -0.710, 0.393, 0.367, 0.214, -1.100, 0.961, -1.412, -0.605, 0.519, 0.211, 0.368, 0.467, 0.347, 0.198]}

{"formula": "C23H42BClF3O8", "method": "ωB97M-V/def2-TZVPD", "e_homo_ev": -5.501, "orbital_gap_ev": 8.00, "charge": -1, "e_lumo_ev": 2.5, "elements": ["C", "C", "C", "C", "C", "C", "C", "C", "C", "C", "C", "O", "B", "Cl", "C", "C", "O", "O", "C", "C", "C", "C", "C", "O", "C", "O", "C", "F", "F", "F", "H", "H", "H", "H", "H", "H", "H", "H", "H", "H", "H", "H", "H", "H", "H", "H", "H", "H", "H", "H", "H", "H", "H", "H", "H", "H", "H", "H", "H", "H", "H", "H", "H", "H", "H", "H", "C", "O", "C", "O", "O", "C", "H", "H", "H", "H", "H", "H"], "positions_angstrom": [[-2.133, 1.869, 4.228], [-1.461, 0.894, 3.559], [-2.017, 0.270, 2.310], [-1.002, -0.451, 1.419], [-0.792, -1.857, 2.054], [-1.719, -2.975, 1.554], [-3.160, -3.012, 2.137], [-4.201, -2.497, 1.100], [-5.385, -1.692, 1.715], [-5.300, -0.162, 1.470], [-6.583, 0.460, 0.890], [-1.519, -0.604, 0.120], [-0.408, -0.807, -0.834], [-1.003, 0.302, -2.334], [-0.204, -2.262, -1.543], [0.770, -3.214, -0.851], [2.131, -2.757, -0.895], [0.735, -0.333, -0.075], [0.302, 0.380, 1.042], [-0.133, 1.820, 0.680], [1.014, 2.745, 0.227], [1.751, 2.288, -1.052], [1.751, 3.435, -2.085], [2.302, 4.645, -1.581], [1.392, 0.531, 2.071], [1.770, -0.720, 2.707], [2.654, -0.579, 3.663], [2.188, 0.089, 4.718], [2.968, -1.799, 4.110], [3.790, -0.009, 3.280], [-2.468, 1.661, 5.239], [-2.333, 2.809, 3.721], [-0.509, 0.547, 3.967], [-2.457, 1.087, 1.721], [-2.851, -0.348, 2.630], [0.228, -2.216, 1.931], [-0.945, -1.761, 3.135], [-1.242, -3.911, 1.868], [-1.809, -3.034, 0.473], [-3.415, -4.065, 2.280], [-3.249, -2.496, 3.094], [-3.714, -1.887, 0.338], [-4.654, -3.344, 0.579], [-5.423, -1.912, 2.786], [-6.336, -2.056, 1.318], [-4.456, 0.053, 0.819], [-5.051, 0.303, 2.426], [-7.179, 0.878, 1.702], [-6.284, 1.314, 0.277], [-7.145, -0.212, 0.245], [-1.160, -2.772, -1.695], [0.212, -2.075, -2.536], [0.744, -4.169, -1.398], [0.496, -3.459, 0.178], [2.393, -2.640, 0.024], [-0.884, 1.824, -0.107], [-0.603, 2.313, 1.539], [0.557, 3.716, 0.007], [1.717, 2.957, 1.034], [2.804, 2.139, -0.798], [1.299, 1.443, -1.561], [0.716, 3.537, -2.433], [2.305, 3.057, -2.950], [1.559, 5.249, -1.479], [2.299, 0.958, 1.643], [1.074, 1.248, 2.832], [4.583, -0.419, -3.967], [5.619, -0.242, -4.945], [5.606, 0.939, -5.555], [4.827, 1.835, -5.360], [6.620, 0.964, -6.433], [6.725, 2.184, -7.164], [4.702, -1.413, -3.547], [4.678, 0.312, -3.167], [3.601, -0.351, -4.430], [6.905, 3.022, -6.492], [5.827, 2.358, -7.755], [7.575, 2.081, -7.835]], "forces_ev_per_a": [[0.4, -0.2, -0.3], [-0.2, -0.1, 0.1], [1.4, 2.2, -1.3], [-0.2, -0.5, -0.1], [0.3, 0.0, -0.1], [-0.4, -0.4, 0.9], [-0.1, -0.1, -1.4], [-0.6, 0.4, 0.5], [0.3, 0.0, -0.2], [-0.1, -0.6, 0.2], [0.9, 0.7, 0.2], [-0.5, -0.5, 0.2], [-0.7, -0.4, 0.4], [0.1, 0.6, -0.5], [0.7, 0.4, 0.5], [-0.2, -0.6, -0.5], [-0.1, -0.2, 0.3], [0.9, 0.1, -0.3], [-1.2, -0.2, 0.3], [0.5, 0.7, 0.1], [-0.5, -0.3, -0.4], [0.4, 1.7, 0.0], [-0.3, -1.5, 0.0], [-0.3, 0.2, -0.2], [0.4, 0.2, 0.2], [-0.7, 0.4, -0.9], [0.0, -1.3, 0.3], [-0.2, 0.8, 0.6], [0.2, -0.5, 0.2], [0.7, 0.7, -0.2], [1.4, 1.1, 0.7], [-1.7, -0.5, -0.3], [-0.9, -1.5, 0.8], [-0.3, -0.1, 0.0], [0.1, -0.3, 0.0], [0.0, 0.2, -0.2], [0.2, -0.1, 0.0], [0.1, 0.0, 0.0], [0.2, 0.3, -0.1], [0.0, 0.0, 0.5], [0.1, 0.0, 0.0], [0.1, 0.0, 0.1], [0.3, -0.2, 0.0], [-0.1, 0.1, 0.0], [0.0, 0.0, -0.1], [0.0, -0.1, -0.1], [-0.1, 0.3, -0.1], [-0.4, -0.3, -0.2], [-0.2, 0.0, -0.1], [-0.1, -0.1, 0.2], [0.0, 0.1, 0.0], [0.0, -0.1, -0.1], [0.1, 0.0, 0.1], [-0.1, 0.2, 0.0], [0.1, 0.3, -0.3], [0.0, -0.4, 0.0], [0.0, -0.2, 0.1], [-0.1, 0.0, 0.1], [0.1, -0.1, 0.0], [0.0, -0.6, -0.1], [0.1, -0.3, 0.3], [0.0, 0.4, 0.1], [0.3, 0.5, 0.0], [0.3, 0.0, 0.1], [-0.1, -0.2, -0.4], [-0.1, -0.2, 0.1], [-0.2, -0.1, 0.3], [0.1, 0.1, -0.1], [-0.1, -0.1, 0.1], [0.1, 0.0, -0.1], [0.0, 0.0, 0.0], [0.1, 0.1, -0.1], [0.2, 0.0, -0.1], [-0.1, 0.1, -0.1], [0.0, 0.1, 0.0], [-0.1, 0.0, 0.0], [0.0, 0.1, 0.1], [0.0, -0.2, 0.1]], "mulliken_charge": [-1.064, -0.800, -1.208, 2.494, -1.109, -0.958, -1.182, -0.490, -1.047, 0.547, -1.421, -0.816, 1.208, -0.647, -0.748, -0.453, -0.600, -0.561, 1.872, -1.524, -0.936, 0.455, -1.087, -0.555, -2.788, -0.528, 1.089, -0.305, -0.302, -0.301, 0.284, 0.293, 0.312, 0.842, -0.412, 0.531, 0.693, 0.543, 0.000, 0.465, 0.480, 0.232, 0.573, 0.286, 0.492, -0.088, 0.171, 0.324, 0.340, 0.389, 0.368, 0.471, 0.384, 0.114, 0.329, 0.551, 0.321, 0.622, 0.220, 0.200, -0.220, 0.371, 0.429, 0.362, 0.823, 0.664, -0.575, -0.312, 0.769, -0.535, -0.345, -0.622, 0.259, 0.267, 0.300, 0.292, 0.290, 0.214]}

Number 1: energy -1984.87140 a.u.. Number 2: energy -1406.84507 a.u.. Number 3: energy -2288.23597 a.u..